Density functional theory data (ωB97M-V with the def2-TZVPD basis set) for a molecular structure, C26H39GeN3RhSb.

```
71
Properties=species:S:1:pos:R:3:lowdin_charge:R:1
Rh 0.76232 -1.57403 -0.42392 0.6758
N -1.04179 -2.22271 -1.24089 -0.0542
C -1.71577 -3.08853 -0.22394 -0.1801
C -0.68190 -3.88505 0.56054 -0.1705
N 0.26503 -2.93991 1.18654 -0.1608
C 1.58755 -3.47270 1.57662 -0.1723
C 2.54853 -2.30776 1.77131 -0.1718
N 2.61117 -1.46377 0.53446 -0.0552
H -1.67143 -1.49772 -1.58063 0.0555
H -0.81960 -2.77629 -2.06765 0.1184
H -2.44084 -3.75188 -0.69588 0.1358
H -2.25684 -2.43350 0.46123 0.1001
H -0.11517 -4.53467 -0.11159 0.1289
H -1.17847 -4.52563 1.29223 0.1394
H -0.17265 -2.49374 1.99055 0.1057
H 1.93694 -4.12405 0.77111 0.1281
H 1.54389 -4.07277 2.48832 0.1395
H 3.53942 -2.67134 2.04280 0.1346
H 2.19192 -1.67251 2.58124 0.1034
H 3.30185 -1.84078 -0.11350 0.1200
H 2.94407 -0.52940 0.76505 0.0831
C 1.52925 -0.03554 -5.21477 -0.2108
Ge 0.62362 0.38779 -3.54292 0.7433
C -1.28537 -0.02378 -3.71802 -0.2064
C 0.88051 2.27876 -3.12900 -0.2022
C 1.46414 -0.73813 -2.14464 -0.4167
H 1.14168 0.60262 -6.00952 0.0317
H 1.36799 -1.07327 -5.50641 0.0258
H 2.60206 0.13950 -5.13488 0.0281
H -1.68619 0.49383 -4.58998 0.0387
H -1.85913 0.31849 -2.85438 -0.0150
H -1.45543 -1.09057 -3.88091 0.0193
H 0.29707 2.88396 -3.82373 0.0358
H 1.92982 2.55155 -3.24869 0.0310
H 0.57363 2.54044 -2.11804 -0.0197
H 2.47986 -0.35335 -1.99674 -0.0162
H 1.60222 -1.74276 -2.60884 0.0172
C -4.00467 2.57250 -1.51314 -0.0369
C -2.85809 3.30861 -1.25374 -0.0390
C -1.76325 2.70553 -0.64867 -0.1183
C -1.82104 1.35756 -0.31018 -0.3659
C -2.97950 0.62138 -0.55787 -0.1676
C -4.06964 1.23056 -1.15939 -0.0539
Sb -0.15668 0.49397 0.62438 1.6415
C 1.30948 1.94135 0.98393 -0.3787
C 2.45684 2.00472 0.19594 -0.1462
C 3.41629 2.97141 0.46025 -0.0494
C 3.22580 3.87023 1.50162 -0.0394
C 2.07847 3.80997 2.28131 -0.0452
C 1.11541 2.84354 2.02867 -0.1160
C -0.80204 -0.06294 2.54988 -0.3814
C -2.11495 -0.47189 2.77799 -0.1222
C -2.49085 -0.91921 4.03844 -0.0514
C -1.56229 -0.95696 5.06970 -0.0453
C -0.25720 -0.53453 4.85067 -0.0521
C 0.12499 -0.08982 3.59237 -0.1478
H -4.85506 3.04639 -1.98432 0.1220
H -2.81350 4.35646 -1.51827 0.1221
H -0.87708 3.29451 -0.44385 0.0991
H -3.05869 -0.42240 -0.27477 0.0784
H -4.96964 0.66091 -1.34872 0.1206
H 2.58827 1.32657 -0.63740 0.0700
H 4.30674 3.03121 -0.15132 0.1193
H 3.97354 4.62514 1.70418 0.1217
H 1.93143 4.51650 3.08698 0.1212
H 0.22413 2.80088 2.64428 0.1109
H -2.86014 -0.41083 1.99370 0.0867
H -3.51358 -1.22233 4.21911 0.1194
H -1.86076 -1.29797 6.05185 0.1209
H 0.45742 -0.53621 5.66315 0.1194
H 1.13591 0.27440 3.44067 0.0964
```

The lowest unoccupied orbital energy is -6.87 eV. Its molecular weight is 690.90 g mol⁻¹. Its spin multiplicity is 1. The energy is -3605.58880 hartree. As for the net charge: +2.